A cluster of 2 separate species, C34H50F12N2O8PSSi in total. Source: the OMol25 dataset; level of theory: wB97M-V/def2-TZVPD.

```
109
Properties=species:S:1:pos:R:3:forces:R:3:lowdin_charge:R:1
C 1.2712 2.4435 1.5968 0.172 0.117 0.092 -0.05
C 1.9404 3.3624 0.5739 -0.237 0.175 0.186 -0.20
C 1.5040 3.2060 -0.9054 -0.123 0.001 -0.079 -0.23
C 2.3358 2.0209 -1.4498 0.070 0.243 0.495 -0.35
P 4.1783 2.3835 -1.6139 0.316 -0.119 -0.585 0.98
C 4.2484 4.2043 -1.6267 0.126 0.087 -0.023 -0.26
C 4.8583 1.8678 0.0049 -0.212 0.025 0.453 -0.27
N 1.8824 1.5368 -2.8249 -0.231 0.074 0.163 -0.09
S 2.5755 -0.0564 -3.4478 0.004 -0.528 -0.539 0.82
O 1.5296 -0.6067 -4.2323 0.073 0.160 0.132 -0.19
O 3.8648 0.2202 -3.9567 -0.157 0.161 0.202 -0.21
C 2.8121 -1.2354 -1.9940 0.078 -0.150 0.042 -0.45
F 3.3425 -2.2742 -2.6369 0.020 0.053 0.064 0.17
F 3.6968 -0.7164 -1.1464 0.044 0.058 -0.013 0.14
C 1.5296 -1.6950 -1.2495 0.015 0.009 -0.033 -0.35
F 0.8750 -0.5868 -0.8114 -0.026 0.013 0.001 0.13
F 0.7419 -2.3188 -2.1152 0.026 -0.072 -0.052 0.19
C 1.8207 -2.6504 -0.0272 -0.247 0.027 0.023 -0.34
F 3.0273 -3.2152 -0.1717 -0.003 0.005 -0.062 0.18
F 0.8801 -3.6008 -0.0386 0.130 0.060 0.096 0.18
C 1.7823 -1.9457 1.3610 0.084 0.143 0.044 -0.54
F 2.3058 -2.7467 2.2732 -0.110 0.088 -0.084 0.21
F 2.5138 -0.8121 1.3138 -0.115 -0.272 0.050 0.15
F 0.5329 -1.6376 1.6969 0.203 -0.021 -0.065 0.20
C 0.3995 1.4872 -3.0610 -0.313 0.062 -0.192 -0.07
C -0.4446 2.6766 -2.5316 0.097 0.090 -0.332 -0.23
C -0.4005 3.7605 -3.6498 -0.009 0.089 -0.099 -0.05
C 0.9929 4.2911 -3.8612 0.015 0.030 0.126 -0.22
O 1.7477 3.8009 -4.6681 0.225 -0.281 -0.006 0.07
C -1.8800 2.0830 -2.5578 0.210 -0.112 0.116 -0.34
O -2.7293 2.4544 -3.3008 0.093 -0.035 -0.061 0.20
N -2.1424 1.0058 -1.5979 -0.222 -0.335 -0.309 0.19
C -2.3752 -0.2378 -2.1826 -0.240 0.431 0.411 -0.52
O -1.8555 -0.6681 -3.1536 0.086 -0.198 -0.116 0.18
F -3.2772 -0.9319 -1.4609 0.818 0.080 -0.141 0.12
C -0.0374 3.1350 -1.0996 0.008 -0.137 0.100 -0.08
C -0.7132 4.4833 -0.7132 0.195 -0.250 -0.012 -0.45
F -0.3997 4.7796 0.5870 0.097 -0.014 -0.090 0.08
F -0.1215 5.4889 -1.4524 -0.097 -0.029 0.015 0.08
C -2.2178 4.5677 -0.8270 -0.280 0.066 0.274 -0.13
C -2.9354 3.7870 0.2866 0.056 0.141 -0.200 -0.21
Si -4.8170 3.9156 0.1717 -0.124 0.064 0.300 0.57
C -5.3506 5.6736 -0.1467 -0.229 -0.011 -0.201 -0.16
C -5.5097 3.3479 1.8129 0.166 -0.033 -0.122 -0.16
C -5.3462 2.7681 -1.2043 -0.003 -0.176 -0.002 -0.26
C -5.2597 1.3841 -0.9910 -0.108 0.111 -0.066 -0.13
C -5.6038 0.4739 -1.9821 -0.163 0.067 0.076 -0.09
C -6.0486 0.9362 -3.2132 -0.007 -0.005 0.051 -0.06
C -6.1454 2.3016 -3.4449 0.026 -0.051 -0.005 -0.07
C -5.7968 3.2068 -2.4491 -0.020 -0.063 -0.140 -0.09
H 1.5808 1.4026 1.4914 -0.144 -0.021 -0.075 0.05
H 1.5818 2.7590 2.5961 0.005 -0.063 -0.072 0.09
H 0.1834 2.5089 1.5849 0.035 -0.056 -0.046 0.07
H 1.7704 4.3962 0.8672 0.001 -0.032 -0.024 0.12
H 3.0173 3.2150 0.6415 -0.126 0.064 -0.059 0.07
H 1.8336 4.1121 -1.4143 0.029 -0.082 -0.040 0.10
H 2.2614 1.1917 -0.7484 -0.252 -0.061 -0.184 0.09
H 3.8722 4.7151 -0.7382 0.047 -0.021 -0.076 0.05
H 5.3034 4.4519 -1.7695 -0.062 0.053 0.060 0.06
H 3.7312 4.5551 -2.5242 0.052 0.071 0.072 0.04
H 4.1013 1.3602 0.6091 0.139 -0.048 -0.046 0.03
H 5.6862 1.1798 -0.1513 0.045 0.057 0.000 0.04
H 5.1994 2.7273 0.5873 0.075 -0.061 -0.098 0.06
H 2.2921 2.1860 -3.5186 -0.031 0.008 -0.008 0.12
H 0.0238 0.5305 -2.7201 0.092 0.014 0.305 0.09
H 0.2865 1.4733 -4.1445 -0.018 -0.106 0.074 0.15
H -0.6894 3.2664 -4.5797 -0.044 0.076 0.052 0.14
H -1.0936 4.5869 -3.4949 0.027 -0.102 0.256 0.13
H 1.3524 5.1040 -3.2163 -0.189 0.258 -0.091 0.12
H -2.9365 1.2639 -1.0148 -0.041 0.020 0.005 0.10
H -0.4364 2.3978 -0.3962 0.010 -0.038 -0.118 0.14
H -2.4780 5.6277 -0.7374 0.138 -0.052 -0.021 0.13
H -2.5628 4.2517 -1.8103 0.065 0.108 -0.011 0.10
H -2.6220 4.1575 1.2653 0.032 0.006 -0.042 0.09
H -2.6665 2.7264 0.2593 0.048 0.017 0.139 0.06
H -6.4287 5.7254 0.0409 0.069 0.051 -0.010 0.05
H -4.8723 6.3923 0.5214 0.046 -0.051 -0.004 0.04
H -5.2001 6.0012 -1.1792 0.092 0.011 0.091 0.03
H -5.0901 2.3843 2.1134 -0.065 0.015 0.025 0.03
H -6.5953 3.2495 1.7650 0.020 0.018 0.058 0.04
H -5.2508 4.0776 2.5853 -0.081 -0.056 0.004 0.04
H -4.9380 1.0057 -0.0220 -0.047 -0.007 0.008 0.11
H -5.5327 -0.5883 -1.7832 -0.129 0.104 -0.077 0.11
H -6.3302 0.2267 -3.9810 0.008 0.049 -0.022 0.11
H -6.4932 2.6537 -4.4082 0.004 0.045 0.044 0.11
H -5.8789 4.2675 -2.6586 -0.017 -0.005 0.036 0.10
C 0.6427 -5.7182 2.3387 -0.142 -0.079 0.010 -0.13
O 0.6826 -6.9351 3.0384 0.212 0.058 0.149 -0.18
C 1.3121 -8.0072 2.3591 -0.140 -0.040 -0.103 -0.19
C 2.2972 -8.7472 3.2359 -0.037 -0.164 0.024 -0.18
O 3.4448 -8.0061 3.6032 0.129 0.006 -0.099 -0.12
C 3.3373 -6.9993 4.5919 0.027 0.125 0.005 -0.19
C 3.1089 -7.4956 6.0017 -0.042 0.071 0.186 -0.20
O 1.8060 -8.0164 6.1782 0.000 -0.108 -0.245 -0.20
C 1.7358 -9.2113 6.9251 -0.024 0.067 0.082 -0.11
H -0.2209 -5.6755 1.6641 0.049 0.028 -0.067 0.09
H 0.5492 -4.9175 3.0743 -0.038 -0.009 -0.007 0.09
H 1.5574 -5.5564 1.7578 0.019 -0.006 0.009 0.08
H 1.8288 -7.6459 1.4629 0.019 0.051 0.028 0.12
H 0.5451 -8.7242 2.0401 0.035 -0.006 -0.077 0.13
H 2.6851 -9.5713 2.6316 -0.020 -0.033 0.029 0.13
H 1.7979 -9.1843 4.1027 -0.043 0.167 0.027 0.12
H 2.5922 -6.2454 4.3254 -0.101 -0.111 0.040 0.11
H 4.3165 -6.5135 4.5882 -0.016 0.034 -0.003 0.13
H 3.2454 -6.6410 6.6782 0.097 -0.032 0.031 0.13
H 3.8664 -8.2466 6.2500 -0.016 -0.044 -0.033 0.13
H 2.5494 -9.8959 6.6647 0.000 -0.006 -0.010 0.09
H 0.7875 -9.6915 6.6873 -0.019 0.030 0.026 0.09
H 1.7688 -9.0153 8.0019 0.049 -0.019 0.006 0.09
```
Positions in Å, forces in eV/Å.

Values from the calculation:
Frontier orbital gap (eV): 7.347
Largest force on an atom (eV Å⁻¹): 0.83
Charge: +1
E (hartree): -4264.1264
LUMO energy (eV): -3.06

***

An isolated molecule of C4H6N2. Source: the OMol25 dataset; level of theory: wB97M-V/def2-TZVPD.

```
12
Properties=species:S:1:pos:R:3:forces:R:3:nbo_charge:R:1
C 2.0508 0.0141 -0.0102 1.314 -1.828 -1.233 -0.49
C 0.7299 0.0124 -0.0673 3.635 4.113 1.670 0.16
C -0.2158 1.1738 0.0721 0.022 1.728 -1.160 -0.31
C -1.2812 -0.6710 -0.0945 -4.186 -1.476 1.426 0.25
H 2.6626 0.9072 -0.0253 -0.099 -0.181 0.058 0.21
H 2.5075 -1.0167 -0.2162 -0.182 1.769 0.629 0.19
H -0.2314 1.8323 -0.8184 0.786 0.050 0.528 0.23
H -0.0926 1.8150 0.9835 -0.080 -0.654 -0.691 0.22
H -2.1254 -1.4220 -0.0048 1.185 0.794 -0.560 0.19
H 0.1609 -1.8312 0.5714 1.071 -2.095 1.035 0.41
N -1.5070 0.5596 -0.0186 -1.495 0.582 0.082 -0.44
N -0.0049 -1.0540 0.0342 -1.972 -2.802 -1.783 -0.61
```
Positions in Å, forces in eV/Å.

Values from the calculation:
Frontier orbital gap (eV): 9.047
Largest force on an atom (eV Å⁻¹): 5.74
E (hartree): -265.4641
SMILES string: C=C1CN=CN1
LUMO energy (eV): 0.92

***

A cluster of 2 separate species, C4H5ClN2O in total. Source: the OMol25 dataset; level of theory: wB97M-V/def2-TZVPD.

```
13
Properties=species:S:1:pos:R:3:forces:R:3:nbo_charge:R:1
C 0.9852 -1.6292 1.8864 1.629 -1.274 -0.631 0.08
C -0.2459 0.7985 0.1401 1.873 -1.063 1.195 -0.64
C 0.1591 -1.6109 -0.4121 -1.523 -0.782 -1.926 0.12
C 0.3986 -0.2380 -0.8060 2.277 0.912 1.642 -0.21
N 0.2281 -1.1313 2.5374 -2.774 1.989 2.543 -0.32
N -0.4395 -2.5949 -0.6817 1.388 0.689 1.622 0.22
O -0.8687 -3.7005 -0.5750 -0.615 -0.524 -0.591 -0.37
Cl 2.2392 0.0385 -0.7224 0.102 -0.226 0.130 -0.11
H 0.5202 1.4368 0.7098 -1.204 -0.370 -1.684 0.25
H -0.6043 0.2111 0.9734 -0.756 0.067 0.018 0.25
H -1.0365 1.2273 -0.4021 -0.915 1.283 -0.240 0.23
H 1.6747 -2.1809 1.3785 1.596 -1.000 -1.015 0.24
H 0.3479 -0.1254 -1.8528 -1.079 0.298 -1.063 0.25
```
Positions in Å, forces in eV/Å.

Values from the calculation:
Frontier orbital gap (spin up / spin down) (eV): 10.176 / 10.176
Largest force on an atom (eV Å⁻¹): 4.26
E (hartree): -800.1973
SMILES string: C[C@@H](Cl)C#[N+][O-].C#N
LUMO energy (spin up / spin down) (eV): 0.10 / 0.10

***

- Which value of largest force on an atom does entry 1 give?
  0.83 eV Å⁻¹